102
Properties=species:S:1:pos:R:3:forces:R:3:lowdin_spin:R:1 method="wB97M-V/def2-TZVPD" multiplicity=3 total_charge=-1 homo_energy_ev="-3.73 / -3.74" s2=2.006 gap_ev="5.74 / 5.77" energy_ha=-4196.47515
Ni 0.08105 -0.05683 -0.02961 0.59 0.51 -0.02 1.73
C -2.48815 0.56687 -5.40921 0.10 0.14 -0.09 0.00
C -1.04345 1.06997 -5.36251 -0.06 -0.13 0.04 0.00
C -0.29395 0.49347 -4.20691 0.29 -0.01 -0.18 0.00
C 0.62275 -0.51463 -4.20171 -0.08 0.27 -0.13 0.00
C 1.09215 -1.35693 -5.34291 -0.10 0.00 0.10 0.00
C 0.53455 -2.77823 -5.23781 0.12 0.10 -0.14 0.00
C 1.07175 -0.64383 -2.82771 -0.04 0.19 -0.08 0.00
C 2.21865 -1.30283 -2.41481 -0.21 0.09 0.13 0.00
C 2.69365 -1.32273 -1.11051 0.10 0.05 0.24 0.00
C 3.91585 -1.99173 -0.71091 0.19 -0.08 0.37 0.00
C 4.94695 -2.56493 -1.62661 -0.12 -0.20 0.06 0.00
C 4.64125 -4.02743 -1.96061 0.16 0.13 -0.08 0.00
C 3.90435 -2.02783 0.64919 0.09 -0.24 -0.39 0.00
C 2.68645 -1.35853 1.05869 0.05 0.03 -0.21 0.00
C 2.20935 -1.35943 2.36119 -0.23 0.12 -0.16 0.00
C 1.07485 -0.67723 2.76839 -0.06 0.24 0.05 0.00
N 0.39625 0.17347 1.96189 -0.14 -0.05 0.32 0.04
C -0.39715 0.92247 2.75749 0.10 -0.04 0.15 0.00
C -1.00345 2.10397 2.35569 0.05 -0.29 -0.14 0.00
C -1.00105 2.59997 1.05799 -0.12 0.21 -0.09 0.00
N -0.53115 1.94307 -0.03331 0.16 0.71 0.03 0.04
C -1.00345 2.61067 -1.11581 -0.08 0.22 0.09 0.00
C -0.99335 2.14317 -2.42551 0.05 -0.32 0.12 0.00
C -0.39525 0.96067 -2.83731 0.11 0.00 -0.09 0.00
N 0.36535 0.18987 -2.02851 -0.10 -0.11 -0.28 0.04
C -1.73815 3.79457 -0.70321 -0.17 -0.06 0.22 0.00
C -1.73555 3.78967 0.66109 -0.16 -0.04 -0.24 0.00
C -2.42835 4.72687 1.60059 0.15 0.03 -0.03 0.00
C -1.44605 5.61387 2.36749 -0.18 -0.02 0.00 0.00
C -2.44825 4.72287 -1.63741 0.16 0.06 0.03 0.00
C -1.48105 5.61307 -2.41911 -0.18 -0.01 -0.01 0.00
C -0.34265 0.42837 4.11749 0.07 -0.13 0.11 0.00
C 0.58965 -0.56403 4.12979 -0.09 0.25 0.13 0.00
C 1.02825 -1.41453 5.27719 -0.13 -0.03 -0.12 0.00
C 0.42495 -2.81713 5.16969 0.12 0.09 0.15 0.00
C -1.13055 0.99027 5.25419 0.18 0.08 0.01 0.00
C -0.45575 2.23367 5.83599 -0.19 -0.11 0.06 0.00
N 2.03135 -0.86703 -0.02121 0.57 0.15 -0.04 0.05
C 4.92715 -2.61983 1.56439 0.05 0.22 -0.02 0.00
C 5.81265 -1.54783 2.20699 0.00 -0.19 0.02 0.00
H -3.03895 1.04367 -6.21901 -0.10 0.02 -0.07 0.00
H -2.51465 -0.50943 -5.56301 0.00 -0.12 0.01 0.00
H -2.98995 0.78367 -4.46991 -0.10 0.01 0.11 0.00
H -0.53995 0.81127 -6.29831 0.00 0.09 0.03 0.00
H -1.04255 2.16087 -5.28121 0.01 0.00 -0.09 0.00
H 0.77365 -0.91233 -6.29101 0.10 0.01 0.06 0.00
H 2.18625 -1.39543 -5.34811 -0.02 0.02 -0.07 0.00
H -0.55345 -2.75743 -5.23911 -0.09 -0.02 0.04 0.00
H 0.86775 -3.38593 -6.07781 0.03 -0.13 -0.05 0.00
H 0.86465 -3.24203 -4.31171 -0.03 -0.10 0.09 0.00
H 2.79995 -1.81093 -3.16991 0.07 -0.10 -0.07 0.00
H 4.99375 -1.98053 -2.54821 0.08 0.02 0.02 0.00
H 5.92765 -2.50213 -1.14661 0.02 0.05 -0.09 0.00
H 3.66235 -4.10983 -2.42671 -0.11 -0.06 -0.04 0.00
H 5.39055 -4.43663 -2.63861 0.03 -0.09 -0.06 0.00
H 4.63115 -4.62523 -1.05171 -0.04 -0.08 0.07 0.00
H 2.77185 -1.90083 3.10769 0.05 -0.08 0.06 0.00
H -1.51835 2.67747 3.11099 -0.11 0.08 0.06 0.00
H -1.47925 2.74827 -3.17681 -0.09 0.03 -0.06 0.00
H -3.12125 5.36537 1.04399 -0.01 -0.10 0.04 0.00
H -3.02465 4.15027 2.31699 -0.02 0.06 -0.07 0.00
H -0.85985 6.21797 1.67839 0.08 0.05 -0.06 0.00
H -1.97885 6.28107 3.04399 0.00 0.08 0.09 0.00
H -0.76035 5.00447 2.95009 0.12 -0.03 0.07 0.00
H -3.04345 4.13217 -2.34321 -0.03 0.08 0.06 0.00
H -3.14355 5.35737 -1.07901 0.00 -0.11 -0.04 0.00
H -0.79675 5.00597 -3.00581 0.12 -0.02 -0.06 0.00
H -2.02615 6.27277 -3.09311 0.00 0.09 -0.09 0.00
H -0.89125 6.22427 -1.73971 0.08 0.06 0.06 0.00
H 2.12025 -1.48553 5.28959 -0.02 0.02 0.07 0.00
H 0.71845 -0.95363 6.21999 0.09 0.00 -0.03 0.00
H 0.73685 -3.29083 4.24189 -0.02 -0.08 -0.08 0.00
H 0.73905 -3.43853 6.00699 0.02 -0.13 0.06 0.00
H -0.66195 -2.75713 5.17159 -0.08 -0.03 -0.03 0.00
H -2.13335 1.25387 4.90639 -0.02 -0.09 0.08 0.00
H -1.23405 0.23867 6.04089 -0.11 -0.01 -0.05 0.00
H -0.34845 2.99327 5.06659 0.09 0.13 -0.04 0.00
H -1.04835 2.64407 6.65219 0.00 0.11 0.12 0.00
H 0.53505 1.98247 6.20819 0.10 0.03 0.04 0.00
H 4.43165 -3.19193 2.35329 0.02 -0.08 -0.04 0.00
H 5.56115 -3.31273 1.00619 -0.06 -0.08 0.03 0.00
H 5.20965 -0.84433 2.77619 -0.04 0.09 0.04 0.00
H 6.54135 -2.00443 2.87699 0.07 0.02 0.08 0.00
H 6.35315 -0.98993 1.44459 0.02 0.07 -0.07 0.00
I 0.03135 -5.07503 -0.03921 -0.38 -0.01 0.00 0.00
C -1.66035 -3.81713 -0.02921 0.94 -0.13 0.00 0.00
C -2.94765 -4.30053 -0.03381 -0.62 -0.02 0.00 0.00
C -4.00585 -3.41913 -0.03281 -0.54 -0.76 0.00 0.00
I -5.97805 -4.22643 -0.03571 0.46 0.15 0.00 0.00
C -3.80275 -2.03323 -0.02901 0.32 0.34 0.00 0.00
C -4.82205 -1.06403 -0.03381 0.04 0.22 0.01 0.00
C -4.47385 0.25727 -0.02731 -0.20 -0.32 -0.01 0.00
C -3.12145 0.61887 -0.01841 0.15 0.18 -0.01 0.00
N -2.12815 -0.24653 -0.01871 -0.99 0.18 0.01 0.03
C -2.46085 -1.54883 -0.02271 -0.39 -0.52 -0.01 0.00
C -1.33965 -2.45123 -0.02311 -0.29 -0.80 0.00 0.00
O -0.15675 -2.04043 -0.02031 0.08 -0.10 -0.01 0.04
H -3.12905 -5.36333 -0.03931 0.00 -0.12 0.00 0.00
H -5.85935 -1.37103 -0.04291 0.00 0.00 0.00 0.00
H -5.23635 1.02447 -0.02971 0.05 0.07 0.00 0.00
H -2.88815 1.66767 -0.01111 0.20 0.13 -0.01 0.00

102
Properties=species:S:1:pos:R:3:forces:R:3:lowdin_charge:R:1 method="wB97M-V/def2-TZVPD" multiplicity=1 total_charge=+3 homo_energy_ev=-15.93 gap_ev=4.97 energy_ha=-2565.61091
Mo 0.49478 -0.90360 -0.36005 0.62 0.23 -0.43 1.93
C -2.98789 3.21466 2.44532 0.00 -0.02 -0.02 0.05
C -1.74198 2.39386 2.22018 -0.04 0.13 0.17 -0.50
C -1.04055 2.05763 3.51879 0.13 0.13 -0.10 0.04
O -0.90100 3.05795 1.27715 0.04 -0.15 0.06 0.03
C -0.50650 2.21504 0.23192 0.15 -0.08 0.03 -0.14
C -1.28583 0.89846 0.50461 -0.21 0.11 0.38 -0.20
O -2.11864 1.15912 1.55234 0.25 -0.13 -0.41 0.02
C -2.05173 0.15886 -0.65949 0.03 -0.02 -0.24 -0.26
O -1.04472 -0.73476 -1.29530 0.20 0.09 0.17 -0.30
C -3.17317 -0.77300 -0.19019 -0.04 -0.02 -0.01 -0.13
C -3.18110 -2.11308 -0.57674 0.04 0.04 0.04 -0.05
C -4.24337 -2.94172 -0.24259 -0.02 -0.01 0.01 -0.06
C -5.31902 -2.44301 0.47313 0.02 -0.02 -0.02 -0.05
C -5.33264 -1.10361 0.83360 0.00 0.05 0.01 -0.03
C -4.27684 -0.27084 0.49931 0.00 -0.03 -0.01 -0.01
C -2.51882 1.12018 -1.74039 -0.04 0.04 0.05 -0.16
C -2.25753 0.87315 -3.08272 0.04 -0.03 0.00 -0.02
C -2.73089 1.74426 -4.05588 0.00 0.00 0.00 -0.05
C -3.46441 2.86360 -3.69772 0.00 0.00 0.01 -0.04
C -3.73441 3.10860 -2.35726 0.01 0.00 -0.02 -0.02
C -3.26813 2.24001 -1.38469 0.01 -0.01 0.02 -0.02
C 1.06375 2.05739 0.15675 0.01 0.14 0.00 -0.23
O 1.33448 0.66587 -0.37022 -0.32 -0.45 0.20 -0.28
C 1.69839 2.92777 -0.90786 -0.06 -0.05 -0.05 -0.15
C 1.07401 3.06727 -2.15297 0.07 -0.01 0.07 -0.02
C 1.69525 3.77236 -3.16910 -0.02 0.00 -0.01 -0.05
C 2.94520 4.34335 -2.95939 0.01 0.01 -0.02 -0.04
C 3.57898 4.18927 -1.73657 -0.01 0.00 0.01 -0.03
C 2.96391 3.47514 -0.71726 0.03 0.03 0.00 0.00
C 1.73342 2.10467 1.51318 -0.02 -0.05 0.02 -0.18
C 2.25456 0.97843 2.14640 -0.01 0.04 -0.04 -0.07
C 2.81586 1.06907 3.41507 0.01 0.00 0.00 -0.06
C 2.88113 2.29544 4.05592 0.01 -0.03 0.00 -0.04
C 2.39727 3.42979 3.41575 -0.04 0.02 -0.01 -0.02
C 1.82636 3.33822 2.15722 -0.06 0.00 0.06 -0.03
H -2.72065 4.15199 2.93078 0.02 0.00 0.00 0.11
H -3.67654 2.67653 3.09523 -0.01 0.00 -0.01 0.11
H -3.47573 3.44553 1.50110 -0.01 0.01 0.00 0.09
H -0.74967 2.97983 4.01896 0.00 0.01 0.01 0.11
H -0.13560 1.47633 3.34720 0.05 -0.06 0.00 0.07
H -1.72082 1.51318 4.17212 -0.01 -0.02 -0.03 0.11
H -0.84420 2.66057 -0.69680 -0.04 -0.05 -0.09 0.14
H -0.45310 0.17023 0.94309 -0.36 0.13 0.08 0.09
H -2.38639 -2.52025 -1.18660 -0.01 0.00 0.00 0.10
H -4.24104 -3.97204 -0.57408 0.00 0.00 0.00 0.11
H -6.15523 -3.08261 0.72051 0.00 0.00 0.00 0.12
H -6.18201 -0.69319 1.36276 0.00 0.00 0.00 0.12
H -4.33599 0.77193 0.76626 0.00 -0.01 0.02 0.11
H -1.70178 -0.00508 -3.38143 0.00 0.00 -0.01 0.10
H -2.53584 1.53758 -5.09977 0.00 0.00 0.00 0.12
H -3.83429 3.53756 -4.45811 0.00 0.00 0.00 0.12
H -4.31543 3.97425 -2.06939 0.00 0.00 0.00 0.12
H -3.49714 2.43840 -0.34676 0.01 0.02 -0.01 0.10
H 0.10634 2.62131 -2.35370 -0.02 0.01 -0.02 0.11
H 1.19749 3.89323 -4.12226 -0.01 0.00 0.00 0.12
H 3.41999 4.91136 -3.74821 0.00 0.00 0.00 0.12
H 4.55122 4.63200 -1.56849 0.01 0.00 0.00 0.12
H 3.47293 3.36080 0.23008 0.01 0.01 -0.05 0.12
H 2.30877 0.01890 1.63917 -0.03 0.02 0.00 0.07
H 3.23489 0.18730 3.88326 -0.01 0.01 0.01 0.12
H 3.33045 2.37421 5.03646 0.00 0.00 0.00 0.12
H 2.46666 4.39503 3.89935 0.00 0.00 0.00 0.13
H 1.45076 4.22848 1.67110 -0.01 0.00 0.01 0.14
C 4.59714 -2.98125 -1.11041 -0.08 -0.05 0.08 -0.15
Si 2.99737 -3.40085 -0.27406 0.11 0.01 0.01 0.53
C 2.26344 -5.01876 -0.83156 0.06 0.07 0.04 -0.14
C 3.04305 -3.13741 1.57215 0.00 -0.06 -0.11 -0.15
N 1.77790 -2.13183 -0.91251 -0.06 -0.05 0.23 -0.21
C 1.77883 -1.53337 -2.19488 -0.50 0.10 -0.15 -0.41
C 0.79572 -1.92535 -3.14387 0.21 -0.04 -0.12 -0.01
C 0.79197 -1.36044 -4.40027 -0.05 -0.07 0.01 -0.02
C 1.76889 -0.42575 -4.73061 0.05 0.03 0.03 0.03
C 2.75771 -0.03770 -3.81319 0.01 0.01 -0.05 0.00
C 2.77170 -0.57800 -2.55621 -0.05 0.02 0.05 0.00
H 5.31507 -3.75924 -0.83257 0.01 0.00 0.00 0.06
H 5.01732 -2.03182 -0.77489 -0.02 0.01 0.00 0.05
H 4.53886 -2.98440 -2.19998 -0.04 0.00 0.00 0.05
H 1.60757 -5.46387 -0.08247 -0.02 0.03 0.00 0.03
H 3.07078 -5.73150 -1.01638 0.01 0.00 0.02 0.06
H 1.71087 -4.92331 -1.76884 0.03 0.01 -0.02 0.04
H 2.31529 -3.75121 2.10513 -0.02 0.00 -0.01 0.04
H 2.89526 -2.09517 1.86285 0.05 0.01 -0.03 0.01
H 4.03533 -3.42061 1.93174 -0.01 -0.04 0.02 0.06
H 0.07363 -2.68712 -2.87399 -0.02 0.02 0.02 0.13
H 0.05073 -1.65757 -5.12945 0.00 0.01 0.00 0.13
H 1.77422 0.01001 -5.72194 -0.01 -0.01 -0.01 0.14
H 3.50481 0.68789 -4.10423 0.01 0.00 0.01 0.13
H 3.51677 -0.28639 -1.82704 -0.01 0.01 0.00 0.13
N -1.60472 -4.66155 4.08051 -0.01 -0.03 -0.01 0.23
C -1.10688 -3.86628 3.15393 0.03 0.07 -0.02 -0.25
C -0.67088 -2.54625 3.46012 -0.01 -0.04 0.03 0.05
C -0.18447 -1.75109 2.47999 -0.01 0.04 0.00 -0.09
N -0.06968 -2.15626 1.17363 0.01 -0.03 0.08 -0.13
C -0.47041 -3.43430 0.87743 0.04 0.03 -0.02 -0.13
C -0.97348 -4.28559 1.80019 -0.03 -0.05 0.03 0.04
H -1.69654 -4.36298 5.03990 0.00 0.00 0.00 0.15
H -1.91880 -5.59536 3.86253 0.00 0.00 0.00 0.15
H -0.73180 -2.16637 4.47089 0.00 0.01 0.00 0.14
H 0.15061 -0.74571 2.71131 -0.01 -0.04 -0.01 0.10
H -0.36761 -3.74455 -0.15434 -0.01 -0.01 0.01 0.11
H -1.28174 -5.27786 1.49934 0.01 0.00 -0.01 0.14